The following is a quantum chemistry calculation of C7H12N2O4S in the gas phase in a non-equilibrium geometry, from the OMol25 dataset.

Cartesian coordinates (Å):
C: 0.57 -1.35 0.02
C: 0.15 -2.24 -0.88
C: -1.98 0.13 -0.71
C: -1.29 1.51 -0.70
C: -1.78 -0.54 0.70
C: 0.14 0.75 1.13
C: 0.23 1.37 -0.30
N: 0.88 0.49 -1.18
N: -0.33 -0.63 0.92
O: 1.89 -1.24 0.50
O: 4.28 -0.51 -0.11
O: 2.91 0.93 1.29
O: 2.38 0.51 -1.14
S: 2.96 0.00 0.18
H: -0.83 -2.54 -1.17
H: 1.00 -2.56 -1.44
H: -3.04 0.36 -0.59
H: -1.85 -0.39 -1.60
H: -1.23 1.79 -1.83
H: -1.93 2.32 -0.21
H: -2.13 0.09 1.48
H: -2.11 -1.57 0.70
H: 1.19 0.70 1.51
H: -0.43 1.25 1.87
H: 0.65 2.40 -0.22
H: -0.28 -1.04 1.77

Computed properties:
Max |F| (eV/Å): 4.67
LUMO (eV): 0.080
Energy (hartree): -1082.3407
Energy above the lowest of the compared OMol25 structures with the same formula, charge and spin (kJ/mol): 571.4
Total charge: 0

Results of the Mulliken charge analysis, in e, for atoms 1 through 4: atom 1 (C): 0.793, atom 2 (C): -1.402, atom 3 (C): -0.572, atom 4 (C): -0.940

=====

The following is a quantum chemistry calculation of C5H5F2N in the gas phase in a non-equilibrium geometry, from the OMol25 dataset.

Cartesian coordinates (Å):
C: -0.79 0.19 0.33
C: 0.04 -1.12 -0.04
C: 1.34 -0.94 -0.24
C: 2.10 0.21 -0.07
C: 2.19 1.64 0.20
H: -2.20 0.63 -1.37
H: -3.02 -0.18 -0.27
H: -0.06 1.07 0.26
H: -1.10 -0.28 1.33
H: 2.27 2.79 0.12
N: -2.22 0.43 -0.32
F: -0.53 -2.31 0.33
F: 2.00 -2.12 -0.25

Computed properties:
SMILES: C#C/C(F)=C(/F)CN
Max |F| (eV/Å): 13.55
LUMO (eV): -0.554
Energy (hartree): -447.7605
Energy above the lowest of the compared OMol25 structures with the same formula, charge and spin (kJ/mol): 667.9
Total charge: 0

Results of the Mulliken charge analysis, in e, for atoms 1 through 4: atom 1 (C): -0.282, atom 2 (C): 0.410, atom 3 (C): 0.505, atom 4 (C): -0.233

=====

The following is a quantum chemistry calculation of a molecular structure, C11H26B2CdO5 in a non-equilibrium geometry, from the OMol25 dataset.

Cartesian coordinates (Å):
Cd: -17.75 -19.19 24.29
B: -16.92 -17.41 25.24
H: -17.11 -18.33 25.89
H: -17.88 -17.20 24.66
H: -16.68 -16.47 25.85
H: -16.02 -17.63 24.53
B: -18.91 -19.40 22.37
H: -18.59 -18.45 22.90
H: -19.03 -20.20 23.18
H: -19.91 -19.20 21.82
H: -18.09 -19.66 21.60
O: -19.70 -19.11 25.48
C: -20.77 -18.58 25.58
O: -20.90 -17.44 26.32
C: -22.11 -16.76 26.13
C: -23.01 -17.72 25.30
C: -22.04 -18.74 24.74
H: -22.02 -15.82 25.58
H: -22.56 -16.62 27.11
H: -23.38 -17.12 24.46
H: -23.87 -18.14 25.82
H: -21.72 -18.58 23.71
H: -22.42 -19.76 24.73
O: -15.71 -19.88 23.59
C: -14.58 -20.28 23.52
O: -14.34 -21.60 23.70
C: -13.09 -21.96 23.09
C: -12.45 -20.69 22.48
C: -13.33 -19.60 23.05
H: -13.18 -22.86 22.49
H: -12.41 -22.28 23.88
H: -12.49 -20.71 21.39
H: -11.38 -20.67 22.70
H: -13.47 -18.74 22.40
H: -12.88 -19.12 23.93
C: -16.03 -22.24 26.92
C: -17.28 -22.01 26.14
O: -17.52 -20.91 25.69
C: -18.15 -23.19 25.79
H: -15.34 -22.94 26.46
H: -16.30 -22.49 27.95
H: -15.52 -21.27 26.91
H: -19.09 -23.12 26.33
H: -17.76 -24.14 26.16
H: -18.29 -23.17 24.71

Computed properties:
Max |F| (eV/Å): 2.84
LUMO (eV): 0.453
Energy (hartree): -1028.2204
Total charge: 0

Results of the Mulliken charge analysis, in e, for atoms 1 through 4: atom 1 (Cd): 2.608, atom 2 (B): 0.116, atom 3 (H): -0.220, atom 4 (H): -0.180

=====

The following is a quantum chemistry calculation of 2 unconnected molecules or ions with the total composition C9H21PSi in a non-equilibrium geometry, from the OMol25 dataset.

Cartesian coordinates (Å):
C: -0.15 -0.45 0.06
C: -0.42 -2.60 1.08
C: 0.29 -2.26 -1.26
C: 1.95 -1.92 0.61
C: 2.30 1.58 -1.07
C: -0.58 1.75 -1.61
C: 0.36 2.44 1.33
C: -3.28 1.15 0.82
C: 0.49 -1.87 0.18
Si: 0.64 1.16 -0.20
P: -3.05 -0.54 0.07
H: 0.11 -3.48 1.62
H: -1.44 -2.96 0.66
H: -0.80 -1.93 1.94
H: 1.12 -3.02 -1.58
H: -0.76 -2.60 -1.46
H: 0.28 -1.31 -1.88
H: 2.07 -1.66 1.71
H: 2.54 -2.82 0.39
H: 2.39 -1.21 -0.04
H: 2.61 2.46 -0.54
H: 2.98 0.77 -0.69
H: 2.48 1.66 -2.15
H: -1.59 1.65 -1.14
H: -0.72 2.76 -1.97
H: -0.51 1.04 -2.51
H: 1.12 3.11 1.57
H: -0.55 2.79 0.84
H: 0.10 1.94 2.27
H: -3.94 1.90 0.27
H: -3.83 0.92 1.68
H: -2.23 1.55 1.02

Computed properties:
Max |F| (eV/Å): 4.67
LUMO (alpha / beta) (eV): -1.698 / -0.957
Energy (hartree): -986.0667
Energy above the lowest of the compared OMol25 structures with the same formula, charge and spin (kJ/mol): 858.6
Total charge: 0

Results of the Mulliken charge analysis, in e, for atoms 1 through 4: atom 1 (C): -0.837, atom 2 (C): -1.562, atom 3 (C): -1.479, atom 4 (C): -1.639

=====

The following is a quantum chemistry calculation of a molecular structure, C29H46N6O7PSSeSiTi in a non-equilibrium geometry, from the OMol25 dataset.

Cartesian coordinates (Å):
Ti: -13.50 -12.67 0.14
Se: -9.67 -17.35 5.02
N: -11.36 -17.44 4.29
C: -11.42 -16.49 3.33
C: -12.61 -16.16 2.54
C: -13.74 -16.93 2.59
C: -14.91 -16.51 1.91
C: -14.87 -15.32 1.25
N: -13.73 -14.54 1.21
C: -12.64 -14.88 1.95
C: -11.50 -13.96 1.93
N: -11.59 -12.82 1.17
C: -10.46 -12.08 0.92
C: -9.23 -12.37 1.53
C: -9.09 -13.54 2.31
C: -10.23 -14.33 2.46
C: -10.23 -15.61 3.20
N: -9.22 -15.90 4.01
H: -13.71 -17.86 3.09
H: -15.85 -17.03 2.03
H: -15.68 -14.97 0.61
H: -10.57 -11.17 0.36
H: -8.39 -11.72 1.30
H: -8.19 -13.92 2.72
N: -13.62 -10.41 3.83
N: -14.57 -9.84 2.93
C: -15.06 -10.68 1.87
O: -16.12 -10.47 1.29
O: -14.18 -11.60 1.48
H: -12.78 -9.75 3.89
H: -13.36 -11.24 3.33
H: -15.39 -9.38 3.30
C: -19.86 -15.30 3.01
P: -19.92 -13.70 2.15
C: -18.14 -13.32 2.32
C: -20.72 -12.72 3.48
H: -19.41 -15.14 3.97
H: -19.19 -15.92 2.45
H: -20.81 -15.78 3.06
H: -17.82 -13.03 3.33
H: -17.84 -12.48 1.68
H: -17.54 -14.21 2.06
H: -20.49 -13.15 4.47
H: -21.81 -12.82 3.42
H: -20.46 -11.65 3.57
O: -12.29 -13.28 -1.71
C: -12.29 -12.01 -1.97
O: -12.90 -11.22 -1.19
H: -11.79 -11.60 -2.81
C: -13.36 -12.99 -5.40
C: -14.83 -12.99 -5.11
C: -15.63 -12.03 -6.05
C: -15.37 -14.42 -5.22
O: -15.01 -12.56 -3.73
Si: -16.27 -12.27 -2.75
S: -15.74 -12.79 -0.70
O: -16.62 -10.70 -2.75
C: -16.40 -9.26 -2.54
C: -17.40 -8.75 -1.50
C: -16.61 -8.78 -3.97
C: -15.03 -9.09 -1.98
O: -17.53 -13.20 -3.17
C: -19.00 -13.11 -2.93
C: -19.52 -12.11 -3.98
C: -19.36 -12.70 -1.48
C: -19.57 -14.52 -3.20
H: -13.03 -13.33 -6.38
H: -12.85 -13.64 -4.75
H: -12.96 -11.97 -5.22
H: -15.53 -12.39 -7.11
H: -15.20 -11.00 -5.96
H: -16.68 -11.94 -5.79
H: -15.34 -14.78 -6.28
H: -16.38 -14.45 -4.86
H: -14.74 -15.04 -4.60
H: -18.36 -9.13 -1.88
H: -17.41 -7.61 -1.53
H: -17.17 -9.14 -0.51
H: -17.69 -8.99 -4.27
H: -15.87 -9.21 -4.67
H: -16.52 -7.69 -3.96
H: -14.91 -9.39 -0.92
H: -14.82 -7.97 -1.98
H: -14.28 -9.53 -2.64
H: -19.17 -11.09 -3.82
H: -20.63 -11.96 -4.03
H: -19.23 -12.37 -4.96
H: -19.02 -11.73 -1.15
H: -18.99 -13.54 -0.82
H: -20.45 -12.69 -1.44
H: -19.40 -14.83 -4.26
H: -20.65 -14.55 -2.97
H: -19.04 -15.19 -2.54

Computed properties:
Max |F| (eV/Å): 2.70
LUMO (alpha / beta) (eV): -1.695 / -1.696
Energy (hartree): -6268.0828
Energy above the lowest of the compared OMol25 structures with the same formula, charge and spin (kJ/mol): 144.5
Total charge: 0
Multiplicity: 2

Results of the Mulliken charge analysis, in e, for atoms 1 through 4: atom 1 (Ti): 0.046, atom 2 (Se): 0.239, atom 3 (N): -0.776, atom 4 (C): 0.504

=====

The following is a quantum chemistry calculation of 2 unconnected molecules or ions with the total composition C9H16N3 in a non-equilibrium geometry, from the OMol25 dataset.

Cartesian coordinates (Å):
C: -1.30 0.94 1.46
C: -1.64 1.33 -0.81
C: -2.14 1.36 0.55
C: 1.98 -0.63 -1.64
C: 2.21 0.81 -1.51
C: 1.70 0.08 -0.33
C: 0.35 0.41 -0.06
C: -2.54 1.85 -1.87
C: 0.46 -2.41 1.18
N: -0.04 0.57 1.22
N: -0.41 0.85 -1.07
N: 0.80 -1.52 2.31
H: -1.54 0.65 2.44
H: 0.28 -3.41 1.53
H: -3.09 1.57 0.75
H: 1.06 -1.04 -2.13
H: 2.77 -1.38 -1.81
H: 3.24 0.94 -1.44
H: 1.60 1.44 -2.11
H: 2.22 -0.24 0.57
H: -3.35 1.09 -1.95
H: -2.14 1.96 -2.88
H: -3.20 2.76 -1.52
H: -0.46 -2.14 0.83
H: 1.21 -2.50 0.45
H: -0.06 -1.47 2.82
H: 1.43 -1.75 3.13
H: 0.60 -0.12 1.88

Computed properties:
Max |F| (eV/Å): 4.67
LUMO (eV): -3.626
Energy (hartree): -516.4891
Energy above the lowest of the compared OMol25 structures with the same formula, charge and spin (kJ/mol): 358.9
Total charge: +1

Results of the Mulliken charge analysis, in e, for atoms 1 through 4: atom 1 (C): -0.215, atom 2 (C): 0.957, atom 3 (C): -1.025, atom 4 (C): -0.473

=====

Q: Among the records above, which one has the highest energy?
A: C5H5F2N

=====

Repeat the first record exactly.
The following is a quantum chemistry calculation of C7H12N2O4S in the gas phase in a non-equilibrium geometry, from the OMol25 dataset.

Cartesian coordinates (Å):
C: 0.57 -1.35 0.02
C: 0.15 -2.24 -0.88
C: -1.98 0.13 -0.71
C: -1.29 1.51 -0.70
C: -1.78 -0.54 0.70
C: 0.14 0.75 1.13
C: 0.23 1.37 -0.30
N: 0.88 0.49 -1.18
N: -0.33 -0.63 0.92
O: 1.89 -1.24 0.50
O: 4.28 -0.51 -0.11
O: 2.91 0.93 1.29
O: 2.38 0.51 -1.14
S: 2.96 0.00 0.18
H: -0.83 -2.54 -1.17
H: 1.00 -2.56 -1.44
H: -3.04 0.36 -0.59
H: -1.85 -0.39 -1.60
H: -1.23 1.79 -1.83
H: -1.93 2.32 -0.21
H: -2.13 0.09 1.48
H: -2.11 -1.57 0.70
H: 1.19 0.70 1.51
H: -0.43 1.25 1.87
H: 0.65 2.40 -0.22
H: -0.28 -1.04 1.77

Computed properties:
Max |F| (eV/Å): 4.67
LUMO (eV): 0.080
Energy (hartree): -1082.3407
Energy above the lowest of the compared OMol25 structures with the same formula, charge and spin (kJ/mol): 571.4
Total charge: 0

Results of the Mulliken charge analysis, in e, for atoms 1 through 4: atom 1 (C): 0.793, atom 2 (C): -1.402, atom 3 (C): -0.572, atom 4 (C): -0.940

=====

Q: Look up the total charge of the fifth one.
A: 0

=====

Q: The highest max |F| belongs to which entry?
A: C5H5F2N